Computed, not measured: a 3-piece molecular cluster, C27H25F2N5O6S overall in a non-equilibrium geometry, with the ωB97M-V functional and the def2-TZVPD basis.

Each line ends with the Mulliken charge.
Atoms and positions in Å:
C: 0.691 2.222 5.124  -0.7801
C: 1.467 3.367 4.251  -0.4468
S: 1.162 2.964 2.464  -0.0730
C: -0.160 4.047 1.746  -0.7243
C: -1.630 3.794 2.378  0.2568
N: -2.184 4.871 3.129  -0.5664
C: -3.508 4.598 3.623  0.0795
C: -4.248 5.728 4.426  -0.4722
C: -5.702 5.586 4.983  -0.5598
C: -6.420 4.218 4.722  -0.3829
C: -5.692 3.107 3.929  0.2526
C: -6.480 1.724 3.636  0.2300
O: -6.417 0.744 4.415  -0.5283
N: -7.233 1.713 2.347  -0.2566
C: -8.068 0.507 2.229  0.6013
O: -9.254 0.565 2.596  -0.4642
F: -7.456 -0.643 1.654  -0.1969
C: -4.219 3.252 3.350  0.4035
N: -3.700 2.110 2.643  -0.3279
C: -2.396 2.448 2.178  0.5683
C: -1.624 1.294 1.338  -0.3556
C: -1.382 1.693 -0.202  -0.4185
F: 0.053 1.781 -0.494  -0.3076
H: 0.625 1.270 4.469  0.2032
H: 1.219 2.009 6.120  0.3223
H: -0.386 2.603 5.248  0.1802
H: 2.600 3.200 4.429  0.3008
H: 1.149 4.426 4.533  0.3305
H: 0.123 5.148 1.971  0.3903
H: -0.221 3.991 0.594  0.3351
H: -3.720 6.724 4.587  0.3616
H: -6.149 6.481 5.525  0.3296
H: -7.499 4.070 5.099  0.3503
H: -7.799 2.581 2.324  0.3467
H: -0.666 0.937 1.878  0.0702
H: -2.311 0.361 1.317  0.3660
H: -1.771 0.847 -0.869  0.2627
H: -1.919 2.660 -0.504  0.3225
O: 0.770 -1.200 0.953  -0.6131
N: 1.879 -1.121 0.443  1.0912
O: 2.838 -0.563 0.956  -0.6151
C: 2.069 -1.731 -0.875  -0.0742
C: 0.991 -2.344 -1.511  -0.1814
C: 1.170 -2.902 -2.773  -0.5961
C: 2.418 -2.849 -3.388  -0.4661
C: 3.493 -2.244 -2.743  -0.6398
C: 3.322 -1.681 -1.482  -0.2687
H: 0.013 -2.393 -1.043  0.4536
H: 0.336 -3.376 -3.280  0.4094
H: 2.553 -3.280 -4.376  0.7071
H: 4.464 -2.208 -3.226  0.4084
H: 4.168 -1.210 -0.992  0.4508
O: 3.217 -5.043 -8.060  -0.5833
N: 3.656 -4.844 -6.937  0.9893
O: 3.071 -4.209 -6.067  -0.6666
C: 4.972 -5.396 -6.610  0.0543
C: 5.687 -6.093 -7.584  -0.3706
C: 6.947 -6.595 -7.276  -0.4439
C: 7.482 -6.404 -6.005  -0.3819
C: 6.759 -5.717 -5.034  -0.5152
C: 5.500 -5.209 -5.334  -0.0738
H: 5.282 -6.248 -8.578  0.4325
H: 7.515 -7.132 -8.028  0.3689
H: 8.469 -6.793 -5.770  0.3696
H: 7.180 -5.574 -4.044  0.3832
H: 4.948 -4.672 -4.569  0.3686

Forces on atoms 1 to 3 (eV/Å):
-0.2345 0.6193 -0.9157
-0.1715 -0.9998 1.0521
0.0944 0.3105 -0.5346

Properties
lowest unoccupied orbital energy = -1.1 eV
F_max = 6.416 eV/A
Kohn-Sham gap = 7.46 eV